Entry 1:
A molecular structure, C30H40AlIN3O8, computed with wB97M-V/def2-TZVPD.

As for the max |F|: 8.65 eV Å⁻¹. As for the total energy: -2472.967246 Ha. Its charge is -1.

Each line ends with the Löwdin charge.
Geometry (Å):
C 3.46 -1.53 1.30  -0.141
C 2.47 -0.72 0.23  -0.435
C 3.50 -0.15 -0.95  -0.140
C 1.70 0.49 1.03  -0.262
Al -0.31 0.18 1.34  0.196
C -0.98 -1.68 0.80  -0.281
C -1.99 -1.71 -0.49  -0.254
C -2.97 -3.05 -0.27  -0.178
C -4.34 -2.69 0.58  -0.203
O -4.17 -1.50 1.44  -0.141
C -4.98 -0.45 0.79  -0.146
O -6.31 -0.36 1.00  -0.060
C -1.32 1.76 0.50  -0.348
C -2.19 2.51 1.71  -0.769
C -3.09 3.73 1.03  -0.228
I -0.71 3.47 3.06  0.662
H 4.07 -2.36 0.72  0.062
H 2.86 -2.06 2.16  0.078
H 4.28 -0.77 1.71  0.087
H 1.66 -1.42 -0.27  0.095
H 4.30 -1.00 -1.13  0.054
H 4.07 0.81 -0.58  0.077
H 2.86 0.07 -1.92  0.077
H 1.84 1.48 0.39  0.052
H 2.25 0.70 2.06  0.061
H -0.54 0.30 2.93  -0.064
H -0.09 -2.41 0.60  0.052
H -1.60 -2.13 1.71  0.060
H -2.60 -0.73 -0.68  0.065
H -1.40 -1.94 -1.50  0.096
H -3.24 -3.59 -1.27  0.091
H -2.34 -3.76 0.45  0.110
H -4.59 -3.59 1.31  0.131
H -5.28 -2.60 -0.15  0.129
H -4.42 0.30 0.08  0.159
H -1.97 1.50 -0.44  0.036
H -0.51 2.55 0.14  0.054
H -2.86 1.76 2.33  0.077
H -4.09 3.78 1.67  0.067
H -3.33 3.50 -0.10  0.070
H -2.57 4.80 1.14  0.046
C -6.53 -1.36 -5.19  -0.081
C -5.71 -2.44 -4.88  -0.072
C -4.37 -2.22 -4.56  -0.001
C -3.86 -0.91 -4.55  -0.139
C -4.69 0.18 -4.87  0.000
C -6.03 -0.06 -5.19  -0.072
N -2.46 -0.67 -4.18  -0.317
O -1.76 -1.66 -3.92  0.050
O -2.06 0.50 -4.15  0.067
H -7.58 -1.53 -5.44  0.104
H -6.11 -3.45 -4.88  0.106
H -3.73 -3.07 -4.31  0.117
H -4.31 1.20 -4.87  0.119
H -6.68 0.78 -5.44  0.106
C 5.78 1.18 -6.47  -0.080
C 6.59 1.82 -5.52  -0.073
C 6.98 1.13 -4.37  0.000
C 6.56 -0.19 -4.18  -0.140
C 5.75 -0.83 -5.13  0.002
C 5.36 -0.13 -6.27  -0.070
N 6.99 -0.93 -2.98  -0.324
O 7.69 -0.32 -2.15  0.059
O 6.63 -2.11 -2.87  0.056
H 5.49 1.72 -7.37  0.104
H 6.91 2.84 -5.68  0.105
H 7.60 1.64 -3.63  0.118
H 5.41 -1.85 -4.99  0.120
H 4.73 -0.62 -7.02  0.106
C 0.21 1.80 9.63  -0.090
C 1.49 2.24 9.29  -0.082
C 2.02 1.96 8.03  -0.006
C 1.25 1.24 7.11  -0.134
C -0.03 0.78 7.45  0.008
C -0.55 1.07 8.71  -0.074
N 1.79 0.96 5.77  -0.317
O 2.93 1.36 5.52  0.047
O 1.07 0.35 4.97  0.034
H -0.20 2.03 10.61  0.100
H 2.07 2.81 10.01  0.101
H 3.02 2.32 7.78  0.115
H -0.64 0.22 6.74  0.125
H -1.54 0.72 8.99  0.105



Entry 2:
7 unconnected molecules or ions with the total composition C30H41BrO15P2S, computed with wB97M-V/def2-TZVPD.

As for the SMILES: O=C1C=C([PH2]=S)C(=O)C(P(O)Br)=C1.O=C1CCCO1.O=C1CCCO1.O=C1CCCO1.O=C1CCCO1.O=C1CCCO1.O=C1CCCO1. As for the max |F|: 0.85 eV Å⁻¹. As for the total energy: -5951.328039 Ha.

Each line ends with the Löwdin charge.
Geometry (Å):
O -8.44 2.87 -2.24  0.130
C -7.28 2.84 -1.90  -0.352
C -6.25 3.79 -2.42  0.024
C -5.01 3.35 -2.59  -0.328
P -3.63 4.38 -3.10  0.379
S -3.06 5.59 -1.69  0.147
C -4.72 1.90 -2.26  -0.410
O -3.93 1.26 -2.89  0.069
C -5.51 1.36 -1.10  -0.344
P -4.86 0.20 0.15  0.582
O -3.50 1.03 0.58  -0.394
Br -3.86 -1.40 -1.01  0.336
C -6.75 1.82 -0.93  0.012
H -6.54 4.82 -2.63  0.105
H -2.67 3.44 -3.46  -0.012
H -4.02 5.00 -4.29  -0.017
H -3.72 1.93 0.84  0.064
H -7.38 1.49 -0.11  0.120
O -5.70 6.86 -2.93  0.044
C -5.93 7.61 -3.83  -0.478
C -5.08 8.76 -4.32  -0.068
C -6.05 9.56 -5.18  -0.149
C -7.01 8.48 -5.65  -0.150
O -7.04 7.51 -4.59  0.029
H -4.25 8.34 -4.91  0.133
H -4.67 9.31 -3.48  0.129
H -5.59 10.11 -6.00  0.115
H -6.59 10.28 -4.55  0.119
H -6.66 7.98 -6.56  0.126
H -8.03 8.83 -5.82  0.125
O 1.12 2.15 -0.62  0.119
C 0.94 1.07 -0.14  -0.484
C -0.38 0.36 0.12  -0.088
C 0.02 -0.75 1.09  -0.145
C 1.47 -1.00 0.70  -0.147
O 1.97 0.27 0.25  0.017
H -0.75 -0.03 -0.83  0.120
H -1.11 1.04 0.54  0.098
H -0.60 -1.64 1.02  0.111
H -0.03 -0.38 2.11  0.119
H 1.56 -1.71 -0.13  0.130
H 2.09 -1.35 1.52  0.097
O 3.67 -2.96 2.33  0.106
C 4.33 -2.12 2.86  -0.492
C 5.61 -1.47 2.37  -0.060
C 6.16 -0.81 3.63  -0.142
C 4.89 -0.52 4.41  -0.149
O 3.98 -1.58 4.05  0.023
H 5.35 -0.74 1.60  0.135
H 6.28 -2.22 1.94  0.112
H 6.76 0.08 3.44  0.118
H 6.78 -1.52 4.17  0.115
H 4.44 0.43 4.13  0.126
H 5.03 -0.54 5.49  0.124
O 8.93 -3.92 4.61  0.110
C 8.88 -4.22 3.45  -0.496
C 8.21 -5.45 2.84  -0.067
C 8.80 -5.49 1.44  -0.157
C 9.08 -4.01 1.18  -0.150
O 9.40 -3.45 2.47  0.020
H 7.13 -5.28 2.83  0.132
H 8.44 -6.33 3.43  0.124
H 8.14 -5.93 0.70  0.092
H 9.73 -6.05 1.44  0.118
H 8.20 -3.50 0.78  0.102
H 9.92 -3.85 0.50  0.125
O 6.34 -4.75 -0.32  0.110
C 6.22 -4.97 -1.49  -0.473
C 5.50 -6.12 -2.16  -0.069
C 6.03 -6.06 -3.59  -0.150
C 6.35 -4.58 -3.74  -0.150
O 6.73 -4.14 -2.42  0.029
H 4.43 -5.93 -2.10  0.134
H 5.72 -7.05 -1.65  0.125
H 5.34 -6.43 -4.34  0.115
H 6.95 -6.64 -3.67  0.117
H 5.48 -4.00 -4.06  0.128
H 7.17 -4.37 -4.42  0.124
O -8.29 -0.83 2.03  0.113
C -7.61 -0.80 3.01  -0.501
C -7.49 -1.84 4.11  -0.073
C -6.81 -1.05 5.24  -0.151
C -6.01 -0.02 4.46  -0.158
O -6.79 0.24 3.28  -0.012
H -6.86 -2.65 3.74  0.132
H -8.46 -2.23 4.38  0.125
H -6.19 -1.66 5.89  0.115
H -7.56 -0.56 5.85  0.117
H -5.03 -0.39 4.15  0.125
H -5.87 0.92 4.99  0.124



Entry 3:
A molecular structure, C30H41CeN4O6, computed with wB97M-V/def2-TZVPD.

As for the max |F|: 3.62 eV Å⁻¹. As for the spin multiplicity: 2. As for the total energy: -2312.974795 Ha. The calculation puts the energy relative to the best compared isomer or geometry (same formula, charge and spin) at 0.0 kcal/mol. As for the expectation value of S²: 0.751. Its charge is +2.

Each line ends with the Mulliken spin population.
Geometry (Å):
Ce 9.32 8.46 11.14  0.979
C 6.31 12.15 16.97  0.000
C 7.05 11.21 16.13  0.000
C 8.26 10.57 16.56  0.000
C 8.97 9.74 15.66  0.001
C 10.10 8.96 16.18  0.000
N 11.34 9.12 15.82  0.000
C 11.94 9.98 14.77  0.000
C 13.06 9.23 14.01  0.000
C 13.80 10.14 12.98  0.000
N 13.11 10.18 11.74  0.000
C 13.69 10.14 10.58  0.000
C 12.99 10.39 9.35  -0.002
C 13.70 10.39 8.15  0.001
C 13.00 10.46 6.90  -0.001
C 13.72 10.41 5.58  0.000
C 11.67 10.41 6.92  0.001
C 10.92 10.37 8.15  0.000
C 9.59 9.85 8.01  0.001
N 8.70 9.56 8.90  0.000
C 7.39 9.31 8.31  0.002
C 6.23 9.97 9.11  -0.001
C 5.99 9.33 10.46  0.007
N 7.01 9.71 11.46  0.005
C 6.62 10.08 12.63  0.002
C 7.34 10.25 13.91  0.001
C 6.62 10.98 14.83  -0.001
C 8.58 9.58 14.29  -0.002
O 9.29 8.79 13.55  -0.006
C 11.57 10.42 9.37  0.000
O 10.87 10.20 10.42  0.003
H 5.22 12.11 16.84  0.000
H 6.62 13.18 16.77  0.000
H 6.56 11.93 18.05  0.000
H 8.62 10.79 17.55  0.000
H 9.80 8.37 17.05  0.000
H 12.08 8.66 16.38  0.000
H 12.24 10.97 15.26  0.000
H 11.11 10.28 14.11  0.000
H 12.73 8.30 13.52  0.000
H 13.86 8.88 14.76  0.000
H 14.86 9.75 12.85  0.000
H 13.98 11.10 13.41  0.000
H 12.05 10.07 11.72  -0.001
H 14.77 10.04 10.47  0.000
H 14.75 10.22 8.09  0.000
H 12.93 10.33 4.82  0.000
H 14.38 9.55 5.63  0.000
H 14.29 11.30 5.23  0.000
H 11.12 10.50 5.96  0.000
H 9.38 9.70 6.94  -0.001
H 7.19 8.19 8.28  -0.002
H 7.43 9.64 7.24  0.000
H 5.30 9.96 8.49  0.000
H 6.45 11.02 9.26  0.000
H 6.00 8.24 10.29  -0.003
H 4.99 9.56 10.81  0.000
H 5.54 10.40 12.72  0.000
H 5.70 11.44 14.48  0.000
C 13.26 6.31 8.62  0.000
C 13.24 6.48 10.13  0.001
C 13.45 5.22 10.95  0.000
O 14.27 7.40 10.40  0.000
C 11.82 7.09 10.46  0.004
O 11.48 7.45 11.63  0.008
O 11.01 7.32 9.47  -0.003
H 14.20 5.81 8.38  0.000
H 13.20 7.32 8.11  0.000
H 12.43 5.69 8.22  0.000
H 14.40 4.69 10.63  0.000
H 12.63 4.47 10.86  0.000
H 13.47 5.41 12.07  0.000
H 14.72 7.12 11.22  0.000
C 7.91 5.06 12.45  0.001
C 7.79 5.20 10.89  0.000
O 8.57 6.30 10.31  0.004
H 8.87 5.39 12.81  0.000
H 7.79 4.03 12.78  0.000
H 7.16 5.77 12.85  0.000
H 6.77 5.47 10.66  0.000
H 8.05 4.19 10.50  0.000
H 8.98 6.09 9.48  0.001



Entry 4:
A molecular structure, C30H41Cl14F7N2O2S, computed with wB97M-V/def2-TZVPD.

As for the max |F|: 2.08 eV Å⁻¹. As for the total energy: -8967.638695 Ha.

Each line ends with the Löwdin charge.
Geometry (Å):
C 3.26 -3.21 -0.04  0.027
C 2.94 -2.60 -1.20  -0.119
C 1.72 -1.73 -1.20  -0.116
C 1.72 -0.37 -1.07  -0.128
C 3.03 0.42 -0.95  -0.369
F 3.99 -0.04 -1.78  0.129
F 2.75 1.68 -1.38  0.069
C 3.57 0.60 0.53  -0.329
F 2.74 -0.03 1.37  0.161
F 3.50 1.90 0.85  0.133
C 5.04 0.17 0.76  -0.545
F 5.25 0.21 2.10  0.149
F 5.89 1.05 0.23  0.183
F 5.32 -1.06 0.37  0.188
C 0.51 0.41 -1.03  -0.115
C -0.71 -0.19 -1.11  -0.170
C -1.93 0.70 -1.00  -0.097
C -3.22 0.17 -1.64  -0.164
O -3.96 -0.71 -0.78  -0.025
C -4.98 -0.10 -0.12  -0.487
O -4.86 0.95 0.44  0.113
C -6.25 -0.92 -0.11  -0.157
C -7.17 -0.59 1.07  -0.089
C -0.71 -1.59 -1.29  -0.268
N -1.79 -2.35 -1.43  -0.216
S -1.36 -3.88 -1.58  1.022
N 0.26 -3.72 -1.50  -0.190
C 0.47 -2.42 -1.35  -0.306
H 3.55 -4.26 0.04  0.043
H 3.28 -2.59 0.86  0.063
H 3.55 -2.74 -2.09  0.095
H 0.53 1.49 -0.92  0.082
H -1.69 1.64 -1.51  0.092
H -2.14 0.91 0.05  0.129
H -3.05 -0.27 -2.62  0.129
H -3.84 1.05 -1.82  0.117
H -6.72 -0.82 -1.09  0.113
H -5.92 -1.96 0.00  0.055
H -8.21 -0.54 0.74  0.045
H -7.09 -1.39 1.81  0.026
H -6.92 0.34 1.57  0.071
Cl 6.00 -4.70 -2.34  0.554
C 7.20 -4.92 -1.04  -0.659
C 7.14 -6.30 -0.44  -0.663
Cl 5.64 -6.58 0.48  0.542
H 7.03 -4.15 -0.29  0.065
H 8.18 -4.75 -1.49  0.072
H 7.97 -6.44 0.25  0.072
H 7.21 -7.07 -1.21  0.067
Cl 0.21 4.21 0.09  0.561
C -1.16 5.24 0.59  -0.652
C -2.49 4.54 0.42  -0.651
Cl -2.90 4.30 -1.29  0.562
H -1.11 6.16 0.02  0.068
H -1.00 5.48 1.64  0.073
H -3.28 5.15 0.86  0.074
H -2.49 3.57 0.91  0.066
Cl -7.86 -3.66 -1.93  0.569
C -9.01 -4.19 -0.68  -0.700
C -10.40 -3.68 -0.94  -0.655
Cl -10.52 -1.91 -0.73  0.553
H -8.63 -3.85 0.29  -0.017
H -9.01 -5.28 -0.69  0.069
H -11.10 -4.12 -0.23  0.072
H -10.74 -3.92 -1.94  0.067
Cl -3.96 -5.65 0.35  0.542
C -5.12 -6.21 1.58  -0.655
C -6.53 -5.74 1.30  -0.622
Cl -6.70 -3.98 1.50  0.656
H -4.78 -5.86 2.55  0.070
H -5.09 -7.30 1.57  0.074
H -7.22 -6.21 1.99  0.080
H -6.83 -6.00 0.28  0.063
Cl 4.71 4.67 2.96  0.584
C 6.13 3.92 2.18  -0.654
C 7.39 4.13 2.98  -0.651
Cl 7.91 5.84 2.99  0.554
H 6.22 4.34 1.18  0.076
H 5.92 2.86 2.09  0.045
H 8.20 3.55 2.54  0.074
H 7.27 3.81 4.01  0.070
Cl 0.91 0.81 -3.60  0.786
C 1.03 0.78 -5.38  -0.606
C 1.19 2.16 -5.96  -0.663
Cl -0.28 3.15 -5.77  0.539
H 0.14 0.29 -5.77  0.070
H 1.89 0.17 -5.63  0.075
H 1.38 2.09 -7.03  0.071
H 2.01 2.70 -5.50  0.068
Cl 2.86 8.66 5.36  0.530
C 4.28 7.90 4.58  -0.682
C 5.54 8.10 5.37  -0.667
Cl 6.08 9.80 5.39  0.532
H 4.37 8.32 3.58  0.071
H 4.06 6.84 4.49  0.015
H 6.35 7.52 4.93  0.033
H 5.42 7.78 6.41  0.069



Entry 5:
7 unconnected molecules or ions with the total composition C30H41F18NO13, computed with wB97M-V/def2-TZVPD.

As for the SMILES: CC[C@H]1CNC(=O)C1.CCOC(=O)C(F)(F)F.CCOC(=O)C(F)(F)F.CCOC(=O)C(F)(F)F.CCOC(=O)C(F)(F)F.CCOC(=O)C(F)(F)F.CCOC(=O)C(F)(F)F. As for the max |F|: 2.92 eV Å⁻¹. As for the total energy: -3998.269151 Ha.

Each line ends with the Löwdin charge.
Geometry (Å):
C -3.09 -0.92 -1.90  -0.108
C -3.11 -1.67 -0.48  -0.204
C -2.27 -3.02 -0.65  -0.300
C -0.72 -2.82 -1.02  -0.162
N -0.01 -2.65 0.31  0.044
C -0.98 -2.87 1.38  -0.405
O -0.88 -2.34 2.49  0.041
C -2.07 -3.82 0.75  -0.046
H -4.15 -0.93 -2.30  0.060
H -2.69 0.14 -1.75  0.079
H -2.42 -1.41 -2.66  0.069
H -2.67 -0.94 0.27  0.109
H -4.15 -1.93 -0.12  0.111
H -2.81 -3.59 -1.47  0.140
H -0.47 -1.90 -1.64  0.116
H -0.37 -3.73 -1.63  0.121
H 0.12 -1.62 0.36  0.115
H -3.13 -3.79 1.18  0.122
H -1.72 -4.86 0.42  0.129
C -1.02 -3.04 6.31  -0.053
C -1.92 -2.18 5.45  -0.207
O -3.15 -1.89 6.13  0.030
C -3.10 -0.89 7.03  -0.382
O -2.11 -0.26 7.29  0.158
C -4.48 -0.66 7.64  -0.524
F -5.08 -1.80 8.01  0.158
F -5.31 -0.04 6.78  0.157
F -4.43 0.11 8.74  0.160
H -1.54 -3.94 6.64  0.083
H -0.12 -3.33 5.76  0.083
H -0.71 -2.51 7.22  0.072
H -2.19 -2.73 4.54  0.106
H -1.42 -1.26 5.13  0.123
C 2.16 2.84 9.07  -0.062
C 1.55 1.77 8.18  -0.200
O 2.50 0.72 7.93  0.023
C 2.64 -0.19 8.90  -0.380
O 2.04 -0.18 9.94  0.172
C 3.63 -1.27 8.48  -0.525
F 4.75 -0.75 7.93  0.154
F 3.11 -2.10 7.56  0.157
F 4.03 -2.03 9.51  0.163
H 3.09 3.22 8.63  0.083
H 1.46 3.67 9.19  0.083
H 2.41 2.44 10.05  0.077
H 1.29 2.20 7.21  0.126
H 0.63 1.36 8.61  0.126
C 3.05 0.96 0.70  -0.061
C 1.94 1.97 0.86  -0.194
O 1.80 2.78 -0.31  0.032
C 1.12 2.23 -1.33  -0.377
O 0.64 1.13 -1.31  0.153
C 1.01 3.21 -2.49  -0.524
F 2.18 3.81 -2.77  0.160
F 0.13 4.20 -2.23  0.161
F 0.60 2.62 -3.63  0.162
H 3.98 1.46 0.43  0.063
H 3.20 0.40 1.62  0.090
H 2.83 0.25 -0.10  0.081
H 2.18 2.65 1.68  0.127
H 0.99 1.49 1.11  0.123
C -4.73 1.59 -6.86  -0.062
C -5.97 0.97 -6.25  -0.197
O -5.98 -0.45 -6.44  0.029
C -5.23 -1.17 -5.59  -0.371
O -4.57 -0.69 -4.70  0.154
C -5.37 -2.66 -5.88  -0.523
F -5.27 -2.94 -7.19  0.160
F -6.56 -3.13 -5.47  0.160
F -4.43 -3.39 -5.26  0.160
H -4.64 1.31 -7.91  0.085
H -4.76 2.68 -6.78  0.079
H -3.82 1.24 -6.36  0.079
H -6.86 1.36 -6.75  0.127
H -6.06 1.21 -5.19  0.127
C 8.73 -2.55 2.69  -0.062
C 7.61 -1.53 2.84  -0.202
O 7.49 -0.73 1.65  0.024
C 6.81 -1.28 0.64  -0.378
O 6.32 -2.38 0.66  0.172
C 6.72 -0.31 -0.54  -0.517
F 7.89 0.28 -0.81  0.162
F 5.84 0.68 -0.29  0.139
F 6.32 -0.90 -1.67  0.166
H 9.66 -2.06 2.42  0.084
H 8.87 -3.10 3.62  0.084
H 8.50 -3.26 1.89  0.077
H 7.85 -0.85 3.65  0.126
H 6.66 -2.00 3.08  0.127
C 0.28 2.37 -9.11  -0.060
C 0.15 3.86 -9.35  -0.201
O -1.12 4.18 -9.92  0.026
C -2.15 4.25 -9.06  -0.378
O -2.06 4.07 -7.88  0.164
C -3.43 4.65 -9.80  -0.524
F -3.61 3.95 -10.93  0.160
F -3.43 5.95 -10.14  0.162
F -4.53 4.45 -9.05  0.155
H 0.08 1.81 -10.03  0.084
H 1.27 2.12 -8.74  0.084
H -0.45 2.02 -8.37  0.075
H 0.91 4.18 -10.07  0.126
H 0.32 4.43 -8.43  0.127



Question: Which formula does entry 5 have?
Answer: C30H41F18NO13